This record from OMol25 describes a molecular structure, C34H25AsBrCrIN4O2S2. The level of theory is ωB97M-V/def2-TZVPD.

The geometry in XYZ format:
```
71
Properties=species:S:1:pos:R:3
Cr -1.105 0.196 0.661
S -2.294 2.017 -0.422
C -1.271 2.776 0.705
N -0.499 1.965 1.415
C 0.249 2.648 2.342
C 1.127 2.102 3.277
C 1.767 2.956 4.152
C 1.569 4.334 4.091
C 0.718 4.895 3.157
C 0.051 4.043 2.296
S -1.107 4.461 1.046
H 1.280 1.033 3.310
H 2.429 2.555 4.902
H 2.084 4.970 4.791
H 0.560 5.959 3.104
C 5.146 0.156 0.535
C 4.162 -0.547 1.211
C 2.837 -0.454 0.813
C 2.493 0.323 -0.288
C 3.491 1.017 -0.974
C 4.808 0.947 -0.550
As 0.662 0.351 -0.963
C 0.698 2.020 -1.986
C 0.286 2.121 -3.309
C 0.283 3.353 -3.946
C 0.667 4.492 -3.260
C 1.084 4.399 -1.942
C 1.104 3.171 -1.310
C 0.694 -1.087 -2.265
C -0.403 -1.298 -3.100
C -0.429 -2.393 -3.949
C 0.633 -3.285 -3.965
C 1.716 -3.089 -3.123
C 1.750 -1.994 -2.278
H 6.178 0.083 0.843
H 4.436 -1.175 2.045
H 2.062 -1.000 1.342
H 3.228 1.606 -1.847
H 5.573 1.502 -1.070
H -0.031 1.231 -3.840
H -0.032 3.423 -4.976
H 0.651 5.450 -3.755
H 1.394 5.286 -1.411
H 1.458 3.095 -0.285
H -1.241 -0.605 -3.071
H -1.281 -2.551 -4.595
H 0.615 -4.134 -4.632
H 2.533 -3.794 -3.108
H 2.593 -1.837 -1.615
Br -4.093 -6.239 1.104
C -3.384 -4.738 2.022
C -4.076 -4.200 3.108
N -3.612 -3.180 3.801
C -2.498 -2.595 3.414
C -1.790 -2.988 2.276
C -2.222 -4.117 1.584
C -0.765 -2.069 1.693
O -0.106 -2.350 0.692
O -0.743 -0.892 2.202
H -5.027 -4.600 3.431
H -2.153 -1.766 4.018
H -1.672 -4.461 0.719
I -4.541 -4.173 -2.239
C -3.878 -2.625 -1.012
C -4.631 -1.817 -0.184
N -3.769 -0.952 0.381
N -2.508 -1.154 -0.041
C -2.559 -2.179 -0.880
H -5.684 -1.813 0.023
H -3.992 -0.198 1.020
H -1.672 -2.584 -1.331
```

As for the charge: +1. The calculation puts the HOMO energy (spin up / spin down) at -11.05 / -11.02 eV. Its expectation value of S² is 0.839. Its multiplicity is 2.

Atomic partial charges in e from the Mulliken method, atoms 1 to 4: Cr 0.012; S -0.499; C 0.683; N 0.547